ORCA calculation (ωB97M-V/def2-TZVPD) on a molecular structure, C35H40AlClNO4SSbSe4 at a distorted geometry.

Geometry as ORCA input:
```
! wB97M-V def2-TZVPD RIJCOSX def2/J DEFGRID3
* xyz -2 1
Sb 0.320 0.399 5.431
Se 1.656 0.902 3.168
Se -0.302 2.610 6.255
Se 1.754 -0.988 6.818
Se -1.915 -0.841 5.238
Cl 0.470 2.157 -6.458
S -1.493 -0.108 2.626
Al 0.811 0.444 1.056
O -0.953 0.353 1.225
O 1.267 1.972 0.325
O 3.301 1.984 -0.565
O 2.729 4.443 -1.556
N 1.218 -1.081 0.003
C 4.490 3.657 -3.515
C 1.592 -2.223 0.689
C -2.505 4.012 0.742
C 0.660 -2.401 -2.050
C 2.470 3.008 -4.872
C 1.143 -2.377 2.009
C 0.770 -3.644 4.132
C -3.073 0.851 2.710
C 3.014 3.523 -3.709
C 1.247 -1.091 -1.467
C -4.098 2.676 -0.441
C 2.039 -4.576 2.180
C -4.006 1.701 0.536
C -3.350 3.836 -0.341
C -4.995 -1.715 -0.951
C -4.465 -1.947 1.378
C 2.588 -4.431 0.917
C -3.168 1.872 1.632
C -3.111 -1.791 1.093
C -2.106 -1.794 2.172
C 2.203 4.077 -0.294
C 0.788 3.646 -2.774
C 0.253 3.128 -3.941
C -5.401 -1.912 0.358
C 2.362 -3.276 0.183
C -2.416 3.041 1.723
C 2.306 2.541 -0.159
C 2.156 3.863 -2.649
C -2.715 -1.619 -0.228
C 0.342 0.046 -1.960
C 1.102 2.823 -4.985
C 2.651 -0.828 -2.037
C 1.328 -3.524 2.753
C 3.425 -5.523 0.306
C -3.649 -1.571 -1.243
H 1.171 4.410 -0.136
H -3.893 0.140 2.677
H 3.368 -1.596 -1.758
H -1.194 -2.308 1.868
H -0.165 -3.099 4.236
H -0.684 -0.114 -1.641
H -3.048 1.323 3.693
H -6.452 -2.032 0.588
H 3.110 2.726 -5.695
H -1.763 3.186 2.571
H 2.813 -3.212 -0.791
H -3.327 -1.424 -2.264
H 2.607 -0.771 -3.124
H 0.120 3.870 -1.958
H 2.903 -5.995 -0.530
H 1.435 -3.099 -2.349
H 3.657 -6.296 1.036
H 2.171 -5.494 2.738
H -5.722 -1.682 -1.750
H 1.464 -3.235 4.867
H 2.850 4.565 0.436
H -4.762 2.531 -1.284
H -4.776 -2.115 2.402
H 0.379 0.114 -3.047
H 4.362 -5.118 -0.077
H 4.764 3.117 -2.609
H -3.424 4.598 -1.107
H 3.023 0.118 -1.650
H -4.599 0.800 0.444
H 4.771 4.698 -3.365
H -2.490 -2.222 3.095
H 0.065 -2.174 -2.935
H 0.615 -1.544 2.456
H -1.664 -1.520 -0.445
H 5.038 3.255 -4.364
H -1.921 4.918 0.829
H 0.672 0.996 -1.561
H 0.016 -2.896 -1.325
H 0.588 -4.686 4.389
H -0.811 2.965 -4.023
*
```

Results
Gap between HOMO and LUMO   0.193 Ha
Energy above the lowest of the compared OMol25 structures with the same formula, charge and spin   10.5 kcal/mol
E   -12660.53282 hartree
HOMO level   -1.7 eV